[1]
26
Properties=species:S:1:pos:R:3:forces:R:3:mulliken_charge:R:1 method="wB97M-V/def2-TZVPD" total_charge=+1 lumo_ev=-4.515 orbital_gap_ev=7.6 de_lowest_ev=0.000
C 2.8054 -0.3682 0.6175 -0.2 0.2 -0.1 -0.59
C 3.6254 1.2374 -0.8366 -0.3 -0.3 0.3 -0.16
C 3.9105 0.1176 -0.0842 0.4 0.1 -0.2 -0.23
C 1.6625 0.3827 0.3780 0.7 0.3 -0.5 0.41
C -1.8709 1.0535 0.2965 0.0 -0.3 -0.1 0.55
C 0.3612 0.1821 0.8726 -3.2 2.8 -1.1 0.95
C 0.0560 -0.8535 1.8837 0.0 -0.3 0.1 -1.57
C -1.6684 -1.2964 -2.0022 0.0 0.1 -0.2 -0.88
N -0.5789 1.1246 0.4563 3.2 -2.2 1.1 -0.52
N -2.5011 -0.0535 -0.1562 -0.4 -0.2 -0.1 -0.25
N -2.5975 2.1612 0.4754 -0.2 0.0 0.1 -0.40
N -1.7575 -1.1670 -0.5558 -0.2 -0.1 0.2 -0.21
S 1.9967 1.7005 -0.7229 0.2 -0.5 0.3 -0.05
Br 5.6204 -0.6813 -0.0199 -0.3 0.2 0.0 -0.12
H 2.8522 -1.2325 1.2552 -0.1 -0.1 0.1 0.46
H 4.3165 1.7948 -1.4402 0.1 0.1 -0.1 0.50
H -0.9078 -0.6751 2.3552 0.0 0.0 0.0 0.36
H 0.8347 -0.8855 2.6446 0.0 0.0 0.0 0.50
H 0.0299 -1.8275 1.3912 0.0 0.0 0.0 0.34
H -1.1705 -0.4136 -2.4017 0.0 -0.1 0.0 0.31
H -1.0626 -2.1737 -2.2152 0.0 0.0 -0.1 0.33
H -2.6434 -1.4092 -2.4898 0.0 0.0 0.0 0.32
H -3.4454 0.0581 -0.5248 0.2 -0.1 0.1 0.25
H -2.1413 2.9953 0.8025 0.1 -0.1 0.0 0.24
H -3.5528 2.2347 0.1742 0.0 0.0 0.0 0.19
H -2.1733 -2.0055 -0.1534 0.1 0.3 0.1 0.26

[2]
24
Properties=species:S:1:pos:R:3:forces:R:3:mulliken_charge:R:1 method="wB97M-V/def2-TZVPD" lumo_ev="-0.489 / 0.017" orbital_gap_ev="8.4 / 9.0" spin_multiplicity=2 s2=0.97 de_lowest_ev=0.000
V 1.8510 -0.1905 1.0455 -1.9 -1.8 1.7 0.34
Cl 1.3456 -2.3469 1.2500 0.0 -0.2 -0.1 -0.46
Cl 1.5355 1.1654 2.7661 0.1 0.7 0.5 -0.47
C 3.5388 -0.4360 1.3457 3.7 0.9 -0.8 -0.59
H 4.1503 0.4349 1.6718 -0.4 -0.5 0.1 0.28
H 4.1716 -1.2929 1.0829 -0.4 0.0 0.2 0.32
C -0.5302 1.2238 0.2404 -0.2 1.3 -0.2 -0.92
C 0.5049 0.7158 -0.4263 -0.1 0.1 -1.1 0.37
H -0.3793 2.0418 0.9585 0.0 -0.4 -0.3 0.44
C 0.3533 -0.3953 -1.4306 -0.1 -0.5 -0.8 -0.52
H 1.5312 1.1660 -0.4015 -0.4 0.3 0.2 0.53
C -1.0230 -0.3739 -2.1270 0.4 0.1 0.1 -0.90
H 1.1731 -0.3357 -2.1578 -0.2 0.0 0.0 0.41
H 0.4532 -1.3829 -0.9450 0.0 0.4 -0.1 0.28
C -2.1247 -0.2879 -1.0728 -0.1 0.0 0.1 -0.63
H -1.0734 0.4823 -2.8093 0.0 0.0 0.1 0.33
H -1.1378 -1.2814 -2.7402 0.0 0.3 0.2 0.37
C -1.9539 0.9009 -0.1018 -0.6 -0.5 -0.1 -0.62
H -3.0963 -0.1882 -1.5721 0.1 -0.2 0.2 0.32
H -2.1274 -1.2261 -0.4994 -0.1 0.2 -0.1 0.28
H -2.4219 1.7968 -0.5565 0.4 -0.1 0.2 0.42
H -2.5663 0.7116 0.8031 0.4 0.1 -0.3 0.31
O -1.4346 -0.3778 3.2858 1.2 -0.3 -1.4 -0.26
C -0.7397 -0.5238 2.3903 -1.8 0.2 1.8 0.35

[3]
23
Properties=species:S:1:pos:R:3:forces:R:3:mulliken_charge:R:1 method="wB97M-V/def2-TZVPD" total_charge=+1 lumo_ev="-4.563 / -4.558" orbital_gap_ev="7.0 / 7.0" de_lowest_ev=6.340
C -0.2098 1.0815 0.0624 5.3 -0.7 -0.1 0.00
C 1.9882 0.5127 -0.5996 -3.0 3.0 -0.3 0.03
C 0.5379 -1.0880 0.1800 2.2 -1.4 -0.7 0.77
C -3.6467 2.0096 -0.5582 1.4 0.7 -1.0 -0.79
C -2.5667 1.7343 0.1467 1.9 1.6 -2.7 -0.29
C 0.3146 -2.5228 0.3306 -3.3 1.5 -2.8 -1.40
C 3.0320 -1.5307 0.1564 0.6 0.2 -1.9 -0.83
C -1.0858 2.1556 -0.1692 -3.2 -0.6 -0.8 -0.52
N -0.4441 -0.1911 0.1870 1.0 1.4 -0.1 -0.02
N 1.8180 -0.6945 -0.1523 -1.6 -1.3 0.7 0.02
Cl 3.4439 1.3309 -0.3947 -0.2 0.4 -0.1 -0.11
H -4.5040 1.7179 -0.0221 -1.6 0.0 -0.3 0.28
H -3.5999 2.5654 -1.5364 -0.4 -0.9 1.2 0.26
H -2.6628 1.3398 1.0827 -0.4 -1.2 2.5 0.46
H 1.0155 -2.8302 0.9587 2.4 -2.0 3.3 0.45
H -0.7352 -2.6032 0.6724 0.7 -0.9 -0.2 0.32
H 0.5572 -3.0042 -0.6303 -0.7 -0.2 0.2 0.34
H 2.7756 -2.2707 0.8903 0.3 0.1 0.5 0.37
H 3.5281 -2.0918 -0.7532 -1.4 1.4 1.5 0.26
H 3.6537 -0.6691 0.4495 0.6 -1.6 0.6 0.35
H -0.9117 2.9925 0.4350 0.8 1.2 1.0 0.37
H -0.9253 2.4818 -1.1820 -0.2 0.2 -0.7 0.38
H -1.3728 -0.4256 0.4465 -1.2 -1.0 0.1 0.30

[4]
27
Properties=species:S:1:pos:R:3:forces:R:3:mulliken_charge:R:1 method="wB97M-V/def2-TZVPD" total_charge=+1 lumo_ev=-3.665 orbital_gap_ev=8.0
C 2.8768 -0.7629 1.6542 -1.1 0.9 -0.2 -0.72
C 2.0747 0.1720 0.9995 0.2 -0.7 0.2 -0.81
C 0.6273 0.4898 1.3665 0.9 2.8 0.5 0.12
C -0.4291 -0.2201 0.3624 -0.4 0.1 1.4 1.36
C -0.7985 -1.5809 1.0584 0.5 -0.6 -0.7 -1.83
C -1.8681 0.4573 0.1051 -0.4 1.4 -0.6 -1.13
N -2.2716 0.0646 -1.2570 0.9 -0.7 0.6 -0.24
C -1.2839 -0.8351 -1.7995 0.7 1.9 0.5 -0.05
O -1.3986 -1.6949 -2.5872 -0.3 -0.5 -0.3 -0.42
C 0.0871 -0.3902 -1.1033 -0.4 -0.9 1.0 -0.21
S 0.5219 1.0890 -2.1382 -2.3 1.9 -3.8 1.23
O -0.1256 2.3454 -1.7146 1.8 -1.8 1.6 -0.64
O 0.0715 0.7807 -3.4849 1.3 -0.6 1.9 -0.59
F 2.1064 1.2995 -2.2813 -1.5 -0.4 1.1 -0.21
H 3.1976 -0.5598 2.6862 -1.5 -1.2 0.3 0.28
H 3.1454 -1.7062 1.1621 1.8 1.1 -0.4 0.26
H 2.5135 0.7307 0.1562 -0.9 -1.4 -0.9 0.37
H 0.4709 0.2542 2.4612 -0.3 0.0 -1.2 0.63
H 0.4745 1.6308 1.2666 2.2 -3.1 0.0 -0.32
H -0.6196 -1.5671 2.1431 0.0 0.3 -0.4 0.46
H -1.8619 -1.8201 0.9228 0.4 -0.1 -0.2 0.45
H -0.1946 -2.4110 0.6566 -0.2 0.2 0.2 0.31
H -1.7272 1.6122 0.2597 -2.7 -7.3 -5.1 0.21
H -2.7475 0.1548 0.7691 1.6 0.2 -0.2 0.52
H -2.5231 0.8397 -1.8575 -0.2 -0.3 -0.3 0.35
H 0.8775 -1.1493 -1.1376 -0.1 0.4 -0.4 0.70
Cs -1.1958 2.7770 1.3316 0.2 8.5 5.3 0.91

[5]
70
Properties=species:S:1:pos:R:3:forces:R:3:mulliken_charge:R:1 method="wB97M-V/def2-TZVPD" total_charge=-1 lumo_ev=0.521 orbital_gap_ev=7.3
Hf -0.3006 -0.0739 -0.1715 4.8 1.8 -2.1 4.93
C 4.1217 2.2727 0.0820 -0.6 -1.5 -1.2 0.51
F 4.4467 1.8293 1.2864 -0.2 0.2 0.3 -0.22
F 3.3294 3.3405 0.1492 0.2 0.3 0.4 -0.22
F 5.2661 2.6101 -0.5220 -0.1 0.2 -0.1 -0.23
S 3.2451 0.9122 -0.9773 1.8 -0.5 -1.0 1.24
O 4.0036 -0.2804 -0.6502 -0.2 0.5 0.1 -0.78
O 1.8663 0.8417 -0.4784 -1.6 -0.2 1.3 -0.59
O 3.3322 1.3776 -2.3311 0.1 0.2 0.9 -0.63
C -0.2044 -2.4130 -4.5124 1.4 0.9 1.8 0.55
F -0.8065 -3.4475 -3.9168 -0.4 0.0 -0.2 -0.24
F 0.3525 -2.8515 -5.6295 0.3 -0.1 -0.1 -0.22
F -1.0302 -1.4357 -4.7939 -0.5 -0.2 -0.3 -0.15
S 1.1299 -1.6923 -3.2913 2.3 0.0 -1.8 1.05
O 1.8118 -0.6683 -4.0411 -1.0 -0.6 0.2 -0.62
O 0.3992 -1.1130 -2.1355 -1.8 0.1 1.8 -1.59
O 1.9731 -2.8233 -2.9497 -1.1 -0.1 0.4 -0.77
C -1.1867 3.6892 -3.0482 0.9 -0.9 1.4 0.60
F -1.5318 3.8052 -1.7526 -0.4 0.6 -0.1 -0.17
F -2.2675 3.8213 -3.7901 0.1 0.0 -0.2 -0.22
F -0.3116 4.6402 -3.3313 -0.1 0.3 -0.2 -0.25
S -0.3442 2.0060 -3.1984 0.8 -2.7 -3.0 1.34
O 0.9459 2.1540 -3.8097 -0.5 1.3 0.9 -0.65
O -0.1954 1.4355 -1.8123 -1.4 0.1 1.2 -0.67
O -1.2530 1.2523 -4.0514 -0.3 0.7 1.5 -0.71
C 1.1666 -0.3039 4.3403 0.0 0.1 -1.0 0.37
F 2.0190 -0.1334 5.3352 0.2 0.3 0.1 -0.22
F 0.8618 -1.5987 4.2782 -0.1 0.1 0.0 -0.21
F 0.0523 0.4031 4.5910 0.1 -0.2 0.1 -0.21
S 1.8849 0.2548 2.6919 2.2 -0.4 -1.4 1.16
O 2.1345 1.6711 2.7652 -0.6 -0.5 0.7 -0.64
O 3.0249 -0.6095 2.4105 -1.4 0.8 1.0 -0.66
O 0.7688 -0.0625 1.7608 -1.6 -0.3 -0.2 -0.41
N -2.3356 -0.3130 -0.9983 -3.9 -2.4 -2.6 -0.17
S -3.6197 0.6478 -1.0707 0.2 7.1 3.2 0.93
O -4.5664 0.5505 0.0156 0.7 -0.9 -1.0 -0.64
O -4.0604 1.1718 -2.3240 0.1 -1.7 0.3 -0.58
F -2.6628 1.8549 -0.5531 -0.7 0.1 0.3 -0.27
S -3.1751 -1.4922 -1.9398 3.9 -5.3 -1.1 0.78
O -3.1692 -1.4094 -3.3505 -0.7 1.4 0.4 -0.50
O -4.2725 -2.1138 -1.2681 0.0 1.1 0.4 -0.63
F -1.9674 -2.5329 -1.7417 -0.7 0.1 0.5 -0.23
C 3.4371 -3.2179 0.2159 0.3 0.0 0.4 -0.98
N 2.0853 -2.7824 0.6650 0.6 0.3 0.6 0.88
O 1.6561 -3.2554 1.6959 -0.5 -0.4 0.1 -0.61
O 1.5250 -1.9226 0.0281 -0.2 0.2 -0.8 0.14
H 3.8641 -3.7485 1.0617 -0.2 -0.2 -0.1 0.40
H 4.0433 -2.3326 0.0299 -0.4 0.2 -0.4 0.24
H 3.3215 -3.8492 -0.6610 -0.1 0.2 -0.1 0.31
C -1.5270 -4.3895 1.5814 0.3 0.0 -0.3 -0.98
N -1.2946 -2.9286 1.7317 0.0 0.5 0.5 0.95
O -1.4292 -2.4139 2.8087 -0.1 -0.3 0.1 -0.53
O -1.0130 -2.3103 0.7168 0.1 0.4 -0.9 -0.90
H -1.7933 -4.7517 2.5671 -0.3 -0.1 -0.2 0.38
H -0.6212 -4.8787 1.2272 0.2 0.4 0.1 0.27
H -2.2473 -4.4974 0.7731 -0.3 0.0 0.3 0.32
C -3.6660 0.4350 3.0694 -0.1 0.6 0.0 -1.02
N -2.3398 0.9048 2.6040 0.8 0.1 -0.6 0.53
O -1.8916 0.2912 1.6292 -0.1 -0.4 -0.4 -0.15
O -1.7781 1.8188 3.1299 -0.5 -0.1 0.3 -0.43
H -3.5481 0.1178 4.1021 0.0 -0.3 -0.1 0.32
H -3.9985 -0.2932 2.3395 -0.1 -0.2 0.3 0.31
H -4.2973 1.3219 3.0442 -0.1 -0.1 0.0 0.36
C 0.4190 4.3180 2.0178 0.3 -0.8 0.7 -1.02
N 0.2893 3.4741 0.8064 0.2 0.0 -2.3 0.70
O -0.2618 2.3804 0.8488 -0.4 -0.7 1.2 -0.11
O 0.7170 3.9088 -0.2337 0.2 0.5 0.7 -0.44
H 0.2242 5.3501 1.7534 -0.1 -0.1 -0.1 0.34
H 1.4415 4.1805 2.3702 0.1 0.1 -0.3 0.29
H -0.1917 3.8971 2.8119 -0.4 0.2 -0.3 0.26

[6]
25
Properties=species:S:1:pos:R:3:forces:R:3:mulliken_charge:R:1 method="wB97M-V/def2-TZVPD" lumo_ev=0.457 orbital_gap_ev=9.7 de_lowest_ev=3.223
C -2.3685 0.1537 0.3527 -2.0 0.3 -0.1 0.54
C -0.8261 1.8821 0.4909 -0.7 0.8 -0.3 0.17
C -0.6200 0.0641 2.1486 -1.8 -1.8 1.4 -1.41
C -0.4590 -1.4413 -1.4955 0.6 0.7 -3.3 -1.54
C 0.2285 0.7958 -2.1876 -0.3 0.1 1.3 -0.90
C 2.5356 1.2755 0.4475 5.0 -2.4 1.1 -1.14
C -1.3171 0.6416 0.9478 1.5 0.5 0.6 0.56
C 0.3933 -0.2124 -1.3095 1.4 -0.1 -0.6 0.80
N -3.5232 -0.0273 -0.0033 1.4 1.2 2.0 -0.58
N -0.5424 2.9498 0.1731 0.3 0.2 -0.1 -0.54
F 1.9034 -1.4089 0.9264 -0.8 -0.3 1.0 -0.25
F 2.9998 -1.2679 -1.1447 -0.2 1.2 0.1 -0.34
Si 1.9651 -0.3638 -0.2543 0.1 0.3 -1.5 0.56
H -0.2807 -0.9701 1.9256 0.1 0.7 0.4 0.28
H 0.1545 0.6631 2.6243 0.1 0.1 -0.6 0.34
H -1.4398 -0.0188 2.9346 1.1 -0.1 -0.7 0.40
H -0.3517 -2.2660 -0.8748 -0.2 -1.0 2.1 0.39
H -1.4918 -1.1504 -1.7263 0.2 -0.5 0.1 0.30
H 0.0141 -1.9070 -2.4401 -1.1 0.7 1.0 0.37
H -3.7283 -0.5490 -0.7909 -0.4 -1.5 -2.0 0.30
H 0.8718 1.6335 -2.3845 0.6 0.2 0.6 0.31
H -0.7360 0.9996 -2.6246 -0.3 -0.7 -0.7 0.28
H 3.5155 1.5719 -0.0565 -1.3 -0.2 -0.1 0.36
H 1.9996 2.1448 0.5628 -1.8 1.6 0.0 0.43
H 3.0915 1.0701 1.4674 -1.5 0.1 -1.4 0.31

[7]
25
Properties=species:S:1:pos:R:3:forces:R:3:mulliken_charge:R:1 method="wB97M-V/def2-TZVPD" lumo_ev=-0.725 orbital_gap_ev=8.6
C -1.5348 0.9365 -0.2385 -0.8 1.8 0.2 -0.84
C -1.3497 -0.4643 -0.6706 1.2 -3.3 -1.0 -0.69
C 0.8269 1.3089 0.1132 1.3 0.0 -1.3 -1.34
C -0.4627 -0.2364 1.5040 2.5 0.6 -1.5 -1.01
C 2.3343 -2.0631 -0.2297 -0.1 -0.8 3.2 -0.74
C -0.4452 1.1352 0.7974 -2.5 -0.4 1.9 0.04
C 1.1393 -0.0837 -0.4529 -3.9 -0.4 -1.5 0.46
C -0.1513 -0.9531 0.1858 1.6 0.8 -1.3 -0.01
N 2.2001 -0.7055 0.1361 3.8 0.8 1.2 -0.72
O 0.4891 -3.1814 1.2837 0.6 -0.8 1.5 -0.71
O 0.2157 -3.3163 -1.1202 -0.2 -0.2 -1.4 -0.71
S 0.6619 -2.5796 0.0099 -3.1 0.3 0.8 1.40
I 4.0440 0.3138 -0.1251 -0.5 -0.3 0.0 0.09
H -1.3435 1.6564 -1.0495 -0.7 -0.2 0.1 0.35
H -2.5386 1.0409 0.1849 0.2 0.4 -0.1 0.35
H -2.1906 -1.1587 -0.5545 0.0 0.4 0.1 0.39
H -0.9803 -0.5928 -1.6796 -0.5 0.2 -0.6 0.37
H 0.6339 2.0174 -0.7368 1.0 -0.1 1.1 0.25
H 1.5580 1.5724 0.9049 0.1 0.3 -1.1 0.42
H 0.3283 -0.1773 2.2160 0.7 -0.7 0.7 0.36
H -1.3746 -0.4842 1.9647 -1.2 -0.4 0.4 0.42
H 2.6977 -2.3204 -1.1710 0.5 -0.3 -1.8 0.51
H 2.8239 -2.6283 0.6109 0.1 0.5 -1.1 0.41
H -0.5442 1.8788 1.5648 -0.7 0.9 0.0 0.54
H 1.0231 -0.2890 -1.6097 0.5 0.9 1.7 0.43

[8]
23
Properties=species:S:1:pos:R:3:forces:R:3:mulliken_charge:R:1 method="wB97M-V/def2-TZVPD" lumo_ev=0.192 orbital_gap_ev=8.2 de_lowest_ev=9.133
C -0.1316 -0.5469 -2.6321 2.2 -5.3 4.6 -1.74
C 1.1374 0.1233 -1.9720 1.9 0.8 1.6 1.10
C 1.3405 -0.0450 -0.4305 1.4 2.2 2.1 -1.78
C -0.1240 1.2724 1.3181 0.1 -0.7 -2.6 -0.10
C -0.9381 1.4650 2.3484 -3.5 -1.6 2.7 -0.47
C -1.8025 0.1736 2.7563 1.6 -0.3 -0.8 -0.08
C -1.1652 -0.8921 2.2116 -3.8 -4.2 -0.8 -0.60
C -0.3598 -1.0946 0.9675 2.5 -1.4 0.2 0.84
H -0.2505 -0.0667 -3.4825 -1.4 2.1 -3.9 0.44
H -0.9146 -0.5828 -1.8651 -0.2 1.4 -0.4 0.48
H -0.1702 -1.7144 -2.7764 1.1 2.0 -0.4 0.32
H 2.4628 0.0287 -2.2853 -4.2 -0.2 -0.1 0.19
H 1.3288 2.1322 -1.3121 -3.0 -3.0 -3.9 0.36
H 2.0403 0.8782 -0.1230 -1.7 -1.2 -0.8 0.36
H 2.0827 -0.8151 -0.0231 -1.9 0.2 -0.8 0.37
H 0.2526 2.0869 0.7595 0.9 1.1 0.2 0.20
H -1.1106 2.3750 2.9912 0.6 -0.8 -1.5 0.33
H -2.8461 -0.2367 3.3000 3.1 2.5 -1.0 0.24
H -1.8200 -1.8353 2.3555 1.6 1.1 0.0 0.20
H 0.0829 -2.0416 -0.9440 0.8 -0.7 5.5 0.29
N 0.0719 0.0980 0.4770 1.4 1.1 0.2 0.42
N 0.1555 -2.2473 0.4662 -3.3 2.1 -3.3 -0.83
O 0.6778 1.4852 -2.1053 3.6 2.7 3.2 -0.54

[9]
24
Properties=species:S:1:pos:R:3:forces:R:3:mulliken_charge:R:1 method="wB97M-V/def2-TZVPD" lumo_ev=0.493 orbital_gap_ev=10.6 de_lowest_ev=2.291
C 4.3892 -0.6346 0.2105 0.1 1.4 -1.4 0.56
C 2.1957 -1.4726 -0.1822 -1.6 -0.9 0.3 -0.69
C 0.8308 -0.7928 0.1642 -0.6 0.1 -0.7 -0.41
C 0.9771 0.6632 -0.3944 -3.1 0.3 -1.2 -0.49
C -0.1596 1.7044 0.0051 1.0 1.0 1.3 -0.80
C -1.6048 1.3277 -0.2345 -0.8 -1.8 -0.7 -0.44
C -2.2925 0.2164 0.6293 2.3 -0.6 0.5 -0.31
C -4.2926 -0.9915 -0.0085 1.3 2.4 0.2 0.52
H 2.2894 -1.6498 -1.2687 -0.1 0.7 0.2 0.33
H 2.2953 -2.5301 0.1732 0.0 1.0 0.5 0.40
H -0.0036 -1.3613 -0.3518 1.0 0.7 0.4 0.24
H 0.5246 -0.7583 1.2540 0.9 -0.2 -1.0 0.32
H 1.9101 1.0781 -0.1407 0.9 0.5 0.6 0.44
H 0.9878 0.6171 -1.5094 -0.1 -0.2 0.6 0.21
H 0.0204 1.9737 1.0832 -0.3 -0.4 -0.6 0.32
H -0.0715 2.7363 -0.4717 0.5 -1.5 0.1 0.33
H -1.5973 0.7776 -1.2121 -0.3 1.0 0.2 0.22
H -2.2763 2.2245 -0.2757 0.6 -0.9 0.0 0.32
H -1.7264 -0.7652 0.6685 -0.3 1.2 -0.4 0.15
H -2.4168 0.4407 1.6609 0.4 0.9 1.1 0.37
N 3.1696 -0.5420 0.3123 2.9 -1.3 0.6 -0.31
N -3.5886 -0.0142 0.1761 -2.8 -1.8 -1.3 -0.39
O 5.5291 -0.4526 -0.0414 -1.3 -0.7 1.0 -0.44
O -5.0891 -1.7947 -0.2464 -0.7 -1.0 -0.1 -0.44